(1)
Computed, not measured: C6H11NS as an isolated structure, with ωB97M-V with the def2-TZVPD basis set.

relative energy (zero: lowest compared OMol25 entry of this formula, charge and spin): 135.6 kcal per mole
LUMO: 0.0306 Eh
E_tot: -687.93311 Ha
HOMO-LUMO gap: 9.7 eV
largest force on an atom: 6.88 eV Å⁻¹
highest occupied orbital energy: -0.3263 hartree

```
! RIJCOSX wB97M-V def2-TZVPD def2/J DEFGRID3
* xyz 0 1
C 1.988 -1.295 -0.106
C 1.079 0.998 0.570
C 0.038 0.157 1.368
C -0.484 -0.567 0.249
C 0.354 -0.015 -1.024
C 0.274 1.461 -0.533
H 1.461 -1.705 0.961
H 3.171 -1.431 0.251
H 1.990 -2.204 -0.955
H 1.695 1.956 0.863
H -0.875 0.658 1.905
H 0.257 -0.294 2.441
H -0.591 -1.600 0.417
H -2.321 0.862 -0.079
H -0.172 -0.380 -2.035
H 1.012 2.137 -1.171
H -0.527 2.021 -0.239
N 1.716 0.121 -0.410
S -2.288 -0.331 -0.164
*
```

natural (NBO) population analysis, charges in e, atoms 1 to 2: atom 1 (C): -0.4791, atom 2 (C): -0.0787



(2)
Computed, not measured: one molecule with the formula C4H7NO, with ωB97M-V with the def2-TZVPD basis set.

relative energy (zero: lowest compared OMol25 entry of this formula, charge and spin): 135.9 kcal per mole
LUMO: 0.0354 Eh
E_tot: -286.41512 Ha
HOMO-LUMO gap: 9.0 eV
SMILES: CCc1c[nH]o1
largest force on an atom: 3.46 eV Å⁻¹
highest occupied orbital energy: -0.2954 hartree

```
! RIJCOSX wB97M-V def2-TZVPD def2/J DEFGRID3
* xyz 0 1
C 1.588 -0.891 0.208
C 0.488 -0.258 -0.190
C -1.885 0.681 0.198
C -0.931 -0.349 -0.431
N 2.487 0.064 -0.016
O 1.534 1.102 -0.256
H 1.901 -1.965 0.457
H -1.273 1.332 0.873
H -2.837 0.326 0.753
H -2.143 1.468 -0.577
H -1.076 -0.366 -1.580
H -1.246 -1.336 0.177
H 3.395 0.190 0.385
*
```

natural (NBO) population analysis, charges in e, atoms 1 to 2: atom 1 (C): -0.0950, atom 2 (C): 0.1935



(3)
Computed, not measured: a 3-piece molecular cluster, C22H47F3O3PS overall, with ωB97M-V with the def2-TZVPD basis set.

LUMO: -0.1356 Eh
E_tot: -2131.07727 Ha
HOMO-LUMO gap: 8.5 eV
largest force on an atom: 0.97 eV Å⁻¹
highest occupied orbital energy: -0.4484 hartree

```
! RIJCOSX wB97M-V def2-TZVPD def2/J DEFGRID3
* xyz 1 1
C 9.125 -3.173 0.753
C 7.775 -2.822 0.179
O 7.336 -3.902 -0.665
P 6.042 -3.753 -1.568
O 6.113 -2.765 -2.643
C 4.606 -3.366 -0.524
C 4.547 -1.899 -0.079
S 4.224 -1.787 1.710
C 3.028 -0.444 2.004
C 1.962 -0.383 0.919
C 1.290 -1.691 0.703
F 1.044 -2.401 1.810
C 0.878 -2.158 -0.457
F 0.193 -3.270 -0.607
F 1.102 -1.548 -1.580
O 5.797 -5.230 -2.044
C 5.673 -6.308 -1.088
C 4.226 -6.778 -0.962
H 9.331 -2.515 1.597
H 9.917 -3.031 0.026
H 9.131 -4.193 1.125
H 7.059 -2.708 0.999
H 7.834 -1.909 -0.412
H 3.759 -3.535 -1.185
H 4.484 -4.069 0.299
H 3.737 -1.381 -0.576
H 5.450 -1.335 -0.284
H 5.350 -1.220 2.164
H 3.560 0.499 2.066
H 2.577 -0.670 2.964
H 1.230 0.352 1.262
H 2.358 0.007 -0.014
H 6.302 -7.111 -1.454
H 6.068 -6.016 -0.119
H 3.848 -6.625 0.048
H 3.582 -6.228 -1.641
H 4.140 -7.840 -1.162
C -4.832 1.822 1.816
C -4.864 0.297 1.824
C -3.539 -0.335 2.244
C -2.361 0.000 1.329
C -2.557 -0.377 -0.139
C -2.748 -1.876 -0.360
H -4.105 2.206 1.099
H -5.806 2.227 1.539
H -4.576 2.214 2.803
H -5.156 -0.066 0.835
H -5.642 -0.042 2.511
H -3.662 -1.420 2.302
H -3.294 -0.008 3.259
H -1.469 -0.516 1.712
H -2.143 1.070 1.393
H -1.676 -0.044 -0.700
H -3.402 0.171 -0.562
H -1.895 -2.428 0.031
H -2.839 -2.102 -1.423
H -3.646 -2.247 0.133
C -4.965 3.527 -2.162
C -4.129 4.723 -1.714
C -4.524 5.258 -0.339
C -5.957 5.779 -0.235
C -6.306 6.895 -1.218
C -5.464 8.155 -1.033
H -6.019 3.786 -2.263
H -4.627 3.154 -3.130
H -4.888 2.708 -1.442
H -4.197 5.518 -2.461
H -3.076 4.427 -1.682
H -3.825 6.049 -0.051
H -4.392 4.459 0.399
H -6.121 6.140 0.785
H -6.658 4.951 -0.375
H -7.360 7.151 -1.088
H -6.207 6.536 -2.246
H -5.574 8.550 -0.021
H -5.772 8.934 -1.731
H -4.404 7.962 -1.206
*
```

Löwdin population analysis, charges in e, atoms 1 to 2: atom 1 (C): -0.0526, atom 2 (C): -0.2690



(4)
Computed, not measured: C36H69KN10O2SSi3 as an isolated structure, with ωB97M-V with the def2-TZVPD basis set.

relative energy (zero: lowest compared OMol25 entry of this formula, charge and spin): 24.3 kcal per mole
LUMO: 0.0041 Eh
E_tot: -3977.94978 Ha
HOMO-LUMO gap: 6.1 eV
largest force on an atom: 0.81 eV Å⁻¹
highest occupied orbital energy: -0.2219 hartree

```
! RIJCOSX wB97M-V def2-TZVPD def2/J DEFGRID3
* xyz 0 1
K -0.383 -0.084 -0.148
C 1.888 4.825 0.696
N 3.145 4.440 1.288
C 4.145 5.453 1.518
C 5.392 4.617 1.824
N 5.106 3.312 1.237
C 6.020 2.822 0.214
C 3.724 3.225 0.986
N 3.050 2.219 0.597
C 3.717 0.943 0.471
C 2.791 -0.246 0.804
N 2.297 -0.970 -0.353
C 3.060 -1.550 -1.185
N 2.521 -2.214 -2.300
C 1.474 -3.179 -2.036
C 3.599 -2.649 -3.172
C 4.839 -2.587 -2.288
N 4.451 -1.632 -1.265
C 5.346 -1.599 -0.131
H 1.306 5.435 1.388
H 2.053 5.399 -0.224
H 1.322 3.933 0.452
H 3.872 6.091 2.361
H 4.273 6.097 0.635
H 5.557 4.535 2.900
H 6.292 5.042 1.378
H 6.670 3.633 -0.122
H 5.468 2.460 -0.652
H 6.653 2.010 0.579
H 4.603 0.889 1.117
H 4.060 0.804 -0.560
H 1.922 0.146 1.340
H 3.286 -0.917 1.513
H 0.761 -2.759 -1.335
H 1.873 -4.114 -1.614
H 0.959 -3.411 -2.967
H 3.695 -1.975 -4.027
H 3.408 -3.654 -3.549
H 5.723 -2.241 -2.826
H 5.076 -3.561 -1.834
H 6.350 -1.354 -0.481
H 5.388 -2.578 0.366
H 5.060 -0.853 0.600
C -1.919 -0.095 2.864
O -2.042 0.386 1.550
Si -2.390 2.023 1.152
C -3.875 2.507 2.208
C -0.942 2.933 1.952
C -2.547 2.082 -0.629
Si -1.397 3.048 -1.635
C 0.371 2.330 -1.600
C -1.198 4.882 -1.192
C -1.797 3.107 -3.481
Si -4.201 1.593 -1.207
C -5.563 2.891 -0.949
C -4.787 0.006 -0.341
C -4.379 1.132 -3.040
H -2.843 0.038 3.434
H -1.111 0.407 3.408
H -1.693 -1.163 2.823
H -3.807 2.109 3.222
H -4.822 2.183 1.783
H -3.909 3.595 2.290
H -0.978 3.998 1.735
H -0.992 2.826 3.037
H 0.035 2.564 1.635
H 0.676 2.043 -0.591
H 1.119 3.041 -1.954
H 0.435 1.445 -2.243
H -0.996 5.044 -0.135
H -2.116 5.423 -1.429
H -0.384 5.336 -1.763
H -1.839 2.107 -3.908
H -1.013 3.667 -3.997
H -2.744 3.605 -3.684
H -5.401 3.454 -0.030
H -6.563 2.453 -0.909
H -5.552 3.610 -1.772
H -4.787 0.081 0.746
H -4.108 -0.810 -0.603
H -5.793 -0.270 -0.662
H -4.415 2.003 -3.690
H -5.311 0.577 -3.175
H -3.550 0.502 -3.362
C -1.732 -2.396 -9.191
C -1.962 -1.610 -7.910
C -1.130 -2.167 -6.764
N -1.379 -1.430 -5.533
C -1.455 -1.891 -4.276
S -1.215 -0.912 -2.966
N -1.756 -3.237 -4.090
C -2.697 -4.059 -4.715
O -2.624 -5.261 -4.569
C -3.765 -3.414 -5.533
C -4.352 -2.214 -5.147
C -5.382 -1.680 -5.905
C -5.815 -2.338 -7.048
C -5.237 -3.544 -7.426
C -4.220 -4.090 -6.661
H -2.305 -1.979 -10.017
H -2.037 -3.437 -9.068
H -0.679 -2.389 -9.480
H -3.015 -1.643 -7.627
H -1.708 -0.557 -8.063
H -0.061 -2.109 -7.002
H -1.362 -3.220 -6.612
H -1.215 -0.433 -5.571
H -1.367 -3.638 -3.247
H -4.025 -1.695 -4.256
H -5.839 -0.748 -5.599
H -6.613 -1.915 -7.643
H -5.583 -4.059 -8.311
H -3.771 -5.039 -6.923
N -2.163 -4.406 0.733
C -1.156 -4.777 1.589
C -0.262 -3.751 1.559
N -0.698 -2.764 0.710
C -1.840 -3.191 0.233
H -2.996 -4.931 0.524
H -1.172 -5.707 2.124
H 0.666 -3.661 2.095
H -2.464 -2.657 -0.463
*
```

Löwdin population analysis, charges in e, atoms 1 to 2: atom 1 (K): 0.5835, atom 2 (C): -0.0514



(5)
Computed, not measured: C43H74F3O19Pb as an isolated structure, with ωB97M-V with the def2-TZVPD basis set.

LUMO (spin up / spin down): 0.0093 / 0.0093 Eh
E_tot: -3604.56990 Ha
HOMO-LUMO gap (spin up / spin down): 4.9 / 7.9 eV
⟨S²⟩: 0.752
largest force on an atom: 5.61 eV Å⁻¹
highest occupied orbital energy (spin up / spin down): -0.1700 / -0.2816 hartree

```
! RIJCOSX wB97M-V def2-TZVPD def2/J DEFGRID3
* xyz 0 2
Pb -2.965 -2.330 -2.314
C 0.301 -0.117 -1.357
O 0.774 -0.759 -0.242
O -0.680 -0.916 -1.989
C 0.006 1.369 -1.007
F -0.119 2.137 -2.113
F -1.201 1.476 -0.362
F 0.955 2.084 -0.306
C -0.066 -1.259 0.776
C 0.662 -1.890 1.913
H 0.048 -2.630 2.425
H 1.377 -2.561 1.435
H 1.056 -1.165 2.625
H -0.744 -2.038 0.428
H -0.820 -0.585 1.183
H 1.134 -0.115 -2.060
C -3.958 -5.617 0.597
O -2.672 -5.975 0.582
C -1.816 -5.295 -0.214
O -2.022 -4.166 -0.800
O -0.761 -5.972 -0.191
C 0.184 -5.990 -1.262
H -4.495 -5.975 -0.282
H -4.134 -4.557 0.779
H -4.383 -5.992 1.528
H -0.175 -5.940 -2.290
H 0.804 -6.882 -1.178
H 0.911 -5.216 -1.014
C 4.479 -2.786 -1.505
C 3.231 -3.721 -1.611
C 3.720 -5.045 -0.983
O 4.873 -4.654 -0.152
C 5.019 -3.191 -0.189
H 3.973 -1.847 -1.281
H 5.283 -2.863 -2.237
H 2.855 -3.801 -2.630
H 2.395 -3.326 -1.034
H 3.990 -5.625 -1.865
H 2.952 -5.421 -0.307
H 6.088 -3.002 -0.098
H 4.591 -2.578 0.603
C -1.178 5.842 -5.086
C -0.353 5.684 -3.848
C -1.421 5.241 -2.877
O -2.182 4.283 -3.726
C -2.288 4.757 -5.059
H -0.643 5.660 -6.018
H -1.739 6.772 -5.167
H 0.285 6.526 -3.580
H 0.401 4.914 -4.013
H -2.007 6.050 -2.440
H -1.116 4.825 -1.917
H -3.309 5.104 -5.218
H -2.028 3.862 -5.625
C -1.233 2.206 3.408
C -0.874 2.248 4.885
C -2.072 1.616 5.432
O -3.097 2.116 4.655
C -2.667 2.613 3.346
H -1.084 1.211 2.987
H -0.807 2.831 2.624
H -0.777 3.206 5.397
H 0.110 1.792 4.997
H -2.143 1.765 6.509
H -1.997 0.545 5.247
H -2.877 3.675 3.225
H -3.100 2.012 2.547
C 4.485 0.704 -3.119
C 4.261 1.680 -1.961
C 3.345 2.734 -2.617
O 3.854 2.771 -3.955
C 4.792 1.746 -4.242
H 3.587 0.207 -3.485
H 5.209 0.010 -2.693
H 5.157 2.100 -1.503
H 3.719 1.266 -1.111
H 3.441 3.676 -2.075
H 2.311 2.403 -2.706
H 5.725 2.285 -4.078
H 4.644 1.366 -5.254
O -3.925 -0.036 -1.732
C -4.282 1.081 -1.430
O -5.352 1.317 -0.525
C -5.770 2.682 -0.443
C -5.128 3.233 -1.766
C -3.846 2.447 -2.044
H -5.570 3.198 0.496
H -6.857 2.708 -0.516
H -4.986 4.283 -1.509
H -5.842 3.222 -2.590
H -2.996 2.801 -1.461
H -3.470 2.404 -3.067
O 5.157 3.607 1.060
C 5.048 2.434 1.249
O 6.074 1.602 0.967
C 5.794 0.241 1.234
C 4.460 0.200 2.019
C 3.883 1.619 1.812
H 6.603 -0.129 1.864
H 5.756 -0.340 0.312
H 4.593 0.015 3.085
H 3.791 -0.534 1.571
H 3.556 1.892 2.815
H 3.137 1.660 1.018
O -0.340 -1.711 5.206
C -0.186 -2.054 6.382
O 0.831 -1.652 7.097
C 0.906 -2.259 8.356
C -0.557 -2.666 8.570
C -0.918 -3.047 7.191
H 1.200 -1.691 9.238
H 1.316 -3.261 8.228
H -1.184 -1.897 9.022
H -0.664 -3.543 9.209
H -1.936 -2.768 6.922
H -0.548 -3.997 6.808
O -3.627 -2.061 0.358
C -3.436 -1.951 1.516
O -2.951 -2.896 2.314
C -3.076 -2.540 3.718
C -4.210 -1.503 3.644
C -3.990 -0.798 2.252
H -2.094 -2.143 3.978
H -3.299 -3.371 4.386
H -4.141 -0.730 4.410
H -5.213 -1.928 3.697
H -3.270 0.018 2.191
H -4.991 -0.556 1.896
O -1.284 -0.128 -7.827
C -0.624 0.381 -6.947
O 0.375 -0.306 -6.471
C 1.049 0.464 -5.417
C 0.612 1.948 -5.727
C -0.738 1.782 -6.453
H 2.113 0.272 -5.557
H 0.708 0.254 -4.403
H 1.372 2.456 -6.322
H 0.425 2.336 -4.726
H -0.892 2.450 -7.301
H -1.552 1.918 -5.741
*
```

Löwdin population analysis, charges in e, atoms 1 to 2: atom 1 (Pb): 1.2162, atom 2 (C): -0.4572



(6)
Computed, not measured: a 2-piece molecular cluster, C4H9N2 overall, with ωB97M-V with the def2-TZVPD basis set.

relative energy (zero: lowest compared OMol25 entry of this formula, charge and spin): 194.8 kcal per mole
LUMO (spin up / spin down): -0.1451 / -0.3154 Eh
E_tot: -266.61678 Ha
HOMO-LUMO gap (spin up / spin down): 3.6 / 3.8 eV
⟨S²⟩: 2.010
largest force on an atom: 5.49 eV Å⁻¹
highest occupied orbital energy (spin up / spin down): -0.2762 / -0.4548 hartree

```
! RIJCOSX wB97M-V def2-TZVPD def2/J DEFGRID3
* xyz 1 3
C 3.052 0.202 0.276
C 2.576 -0.549 -0.556
C -0.727 0.837 -0.285
C -1.103 -1.197 0.159
N -0.163 -0.062 0.732
N -1.932 -0.056 -0.553
H 3.711 0.474 1.046
H 0.791 -0.368 0.652
H 1.968 -0.878 -1.347
H -0.980 1.965 0.096
H -0.180 1.008 -1.145
H -1.823 -1.485 0.890
H -0.251 0.088 1.734
H -2.838 0.329 -0.145
H -2.102 -0.309 -1.553
*
```

natural (NBO) population analysis, charges in e, atoms 1 to 2: atom 1 (C): -0.2686, atom 2 (C): -0.3025



(7)
Computed, not measured: a 2-piece molecular cluster, C3H3BrN2O overall, with ωB97M-V with the def2-TZVPD basis set.

relative energy (zero: lowest compared OMol25 entry of this formula, charge and spin): 74.5 kcal per mole
LUMO: -0.0113 Eh
E_tot: -2874.76952 Ha
HOMO-LUMO gap: 8.7 eV
SMILES: N=C=NBr.C=C=O
largest force on an atom: 2.92 eV Å⁻¹
highest occupied orbital energy: -0.3320 hartree

```
! RIJCOSX wB97M-V def2-TZVPD def2/J DEFGRID3
* xyz 0 1
C -0.214 -1.304 0.677
C 0.266 1.681 -0.075
C 0.715 1.177 -1.222
N 0.667 -2.171 0.565
N -1.074 -0.464 0.854
O -0.203 2.193 0.865
Br -2.842 -0.316 0.448
H -0.078 0.971 -1.869
H 1.004 -2.828 1.246
H 1.758 1.061 -1.489
*
```

natural (NBO) population analysis, charges in e, atoms 1 to 2: atom 1 (C): 0.6690, atom 2 (C): 0.7410



(8)
Computed, not measured: C28H24N10OSTc as an isolated structure, with ωB97M-V with the def2-TZVPD basis set.

relative energy (zero: lowest compared OMol25 entry of this formula, charge and spin): 3.8 kcal per mole
LUMO (spin up / spin down): -0.2163 / -0.2654 Eh
E_tot: -2182.80033 Ha
HOMO-LUMO gap (spin up / spin down): 7.3 / 5.9 eV
⟨S²⟩: 3.777
largest force on an atom: 0.98 eV Å⁻¹
highest occupied orbital energy (spin up / spin down): -0.4848 / -0.4818 hartree

```
! RIJCOSX wB97M-V def2-TZVPD def2/J DEFGRID3
* xyz 2 4
Tc 0.702 -0.573 -0.383
N 3.970 1.970 1.523
C 2.905 1.153 1.451
S 3.049 -0.528 1.572
N 1.726 1.768 1.335
N 0.733 0.848 1.198
C -0.401 1.037 1.797
C -0.684 2.126 2.748
C -1.115 1.815 4.038
C -1.420 2.825 4.935
C -1.318 4.152 4.543
C -0.891 4.467 3.260
C -0.564 3.461 2.368
C -1.409 -0.005 1.531
C -2.680 -0.020 2.084
C -3.502 -1.112 1.858
C -3.045 -2.173 1.090
C -1.795 -2.074 0.511
N -1.010 -1.009 0.709
H 4.862 1.585 1.782
H 3.817 2.959 1.630
H -1.173 0.782 4.359
H -1.735 2.575 5.938
H -1.566 4.941 5.239
H -0.804 5.500 2.958
H -0.212 3.710 1.377
H -3.012 0.812 2.687
H -4.492 -1.135 2.288
H -3.646 -3.053 0.920
H -1.401 -2.842 -0.137
N 3.244 -3.853 -0.517
C 2.403 -4.489 0.361
C 1.437 -3.588 0.693
N 1.693 -2.412 0.041
C 2.782 -2.602 -0.689
C 3.251 -1.484 -1.474
N 2.516 -0.378 -1.464
C 3.170 0.544 -2.241
C 4.317 -0.016 -2.709
N 4.351 -1.300 -2.217
H 4.072 -4.258 -0.924
H 2.565 -5.504 0.672
H 0.622 -3.698 1.384
H 2.786 1.534 -2.403
H 5.095 0.374 -3.338
H 5.092 -1.963 -2.380
O 0.032 -1.660 -1.865
C -1.184 -1.578 -2.428
C -1.763 -2.753 -2.910
C -3.030 -2.727 -3.458
C -3.746 -1.533 -3.544
C -3.164 -0.362 -3.103
C -1.878 -0.365 -2.555
C -1.225 0.879 -2.193
N -0.198 1.017 -1.355
C 0.164 2.353 -1.346
C -0.660 3.022 -2.185
N -1.522 2.085 -2.705
H -1.198 -3.672 -2.841
H -3.471 -3.646 -3.820
H -4.743 -1.523 -3.956
H -3.720 0.565 -3.168
H 0.963 2.713 -0.721
H -0.713 4.061 -2.454
H -2.233 2.257 -3.397
*
```

natural (NBO) population analysis, charges in e, atoms 1 to 2: atom 1 (Tc): 1.3219, atom 2 (N): -0.7627